[1]
Molecular formula: C6H13IN2OP
Method: DFT, ωB97M-V/def2-TZVPD

```
24
Properties=species:S:1:pos:R:3:forces:R:3:lowdin_charge:R:1
C -1.517 1.487 -1.313 0.037 -0.001 0.125 -0.151
C -2.340 1.593 -0.033 0.037 -0.095 -0.010 -0.152
C -0.094 1.326 -0.783 0.160 0.434 -0.725 -0.189
C -1.653 0.589 0.888 -0.789 -0.135 0.364 -0.139
C 0.684 0.032 1.184 -0.006 -0.052 -0.053 -0.251
C 2.034 -0.104 0.993 0.932 -0.129 -0.522 -0.723
N 3.572 -3.043 -1.029 -0.226 0.418 0.676 -0.121
N -0.261 0.604 0.463 0.323 -0.269 0.256 -0.107
O 2.165 -3.312 0.883 0.476 -0.250 -0.224 -0.261
P 2.219 -2.381 -0.408 -0.330 -0.018 -0.342 0.943
I 3.298 0.987 -0.339 -0.344 -0.339 0.369 0.819
H -1.811 0.603 -1.879 -0.004 -0.024 -0.045 0.119
H -1.617 2.358 -1.953 0.018 0.002 -0.068 0.120
H -2.268 2.597 0.383 -0.011 0.033 0.026 0.121
H -3.390 1.355 -0.185 -0.034 0.025 0.056 0.119
H 0.544 0.775 -1.472 0.003 0.079 0.073 0.083
H 0.357 2.304 -0.586 0.030 -0.103 -0.065 0.118
H -1.741 0.858 1.943 0.034 -0.051 -0.073 0.131
H -2.067 -0.417 0.751 -0.002 0.096 0.017 0.132
H 0.308 -0.467 2.075 -0.038 0.065 0.042 0.139
H 1.413 -3.257 1.474 -0.319 0.230 0.129 0.077
H 2.609 -0.472 1.828 -0.003 0.041 0.086 0.018
H 4.135 -3.689 -0.489 0.120 -0.036 -0.032 0.082
H 3.994 -2.698 -1.879 -0.065 0.079 -0.060 0.070
```
Positions in Å, forces in eV/Å.

Computed properties:
Net charge = +1
ΔE to the lowest compared entry with this formula, charge and spin = 0.0 kcal/mol
Gap between HOMO and LUMO (spin up / spin down) = 6.9681 / 6.9676 eV
LUMO level (spin up / spin down) = -4.5 / -4.5 eV

***

[2]
Molecular formula: C6H13N
Method: DFT, ωB97M-V/def2-TZVPD

```
20
Properties=species:S:1:pos:R:3:forces:R:3:mulliken_spin:R:1
C 1.677 0.327 -0.930 1.215 1.372 -0.731 1.664
C 0.817 1.148 0.024 -0.345 0.433 0.401 -0.131
C 0.067 0.347 1.079 -0.972 -1.122 0.823 0.352
C -0.890 -0.799 0.589 0.440 1.167 0.244 -0.158
C -2.355 -0.487 0.550 -0.437 0.306 -0.832 -0.070
C -3.197 -1.049 -0.310 -0.320 -0.525 -0.080 0.279
N 3.119 0.564 -0.680 -0.476 -0.113 0.949 0.330
H 1.429 -0.724 -0.981 -0.144 -0.269 0.159 0.228
H 1.542 0.755 -1.929 -0.329 -0.336 -0.099 -0.205
H 0.188 1.882 -0.509 -0.480 -0.761 -0.114 -0.111
H 1.468 1.867 0.517 0.416 -0.257 0.322 -0.006
H 0.736 -0.225 1.737 0.553 0.555 -0.304 0.060
H -0.519 0.945 1.791 0.167 0.362 -0.253 0.040
H -0.727 -1.654 1.252 0.002 -0.140 -0.299 -0.442
H -0.556 -1.003 -0.420 -0.118 -0.653 -0.157 0.626
H -2.782 0.314 1.148 0.331 -0.063 0.319 0.001
H -4.256 -0.819 -0.367 0.052 0.259 0.241 -0.041
H -2.911 -1.850 -0.985 0.308 0.113 -0.002 -0.241
H 3.488 -0.145 -0.048 0.138 0.052 -0.309 -0.514
H 3.664 0.606 -1.528 -0.001 -0.380 -0.278 -0.661
```
Positions in Å, forces in eV/Å.

Computed properties:
Net charge = -1
2S+1 = 2
⟨S²⟩ = 0.750
ΔE to the lowest compared entry with this formula, charge and spin = 26.6 kcal/mol
Gap between HOMO and LUMO (spin up / spin down) = 2.4190 / 8.9600 eV
LUMO level (spin up / spin down) = 3.9 / 3.7 eV

***

[3]
Molecular formula: C6H13N
Method: DFT, ωB97M-V/def2-TZVPD

```
20
Properties=species:S:1:pos:R:3:forces:R:3:lowdin_charge:R:1
C 1.995 -0.616 -0.274 1.258 0.172 -0.696 -0.117
C 1.051 0.512 -0.793 -0.042 3.752 1.958 -0.252
C -0.335 0.654 -0.085 2.364 -1.642 0.680 -0.317
C -1.251 -0.004 -0.767 -2.548 -0.138 -2.635 -0.190
N -0.979 -0.923 -1.852 0.515 1.427 1.388 0.044
C -0.632 0.890 1.390 -2.701 0.961 -0.703 -0.244
C -0.069 -0.187 2.343 0.132 -1.091 -3.185 -0.105
H 2.565 -1.283 -1.109 -1.339 1.850 1.841 0.102
H 2.823 -0.076 0.418 -2.031 -1.840 -1.349 0.107
H 1.252 -1.287 0.236 1.495 0.326 0.004 0.053
H 1.431 1.635 -0.717 0.210 -2.270 0.292 0.138
H 0.693 0.612 -1.787 0.661 -0.854 -1.321 0.054
H -2.355 0.384 -0.717 1.775 -1.733 0.403 0.150
H -1.793 -1.223 -2.314 -0.645 -0.330 -0.914 0.046
H -0.079 -0.949 -2.357 -1.200 0.083 0.639 0.086
H -0.520 1.967 1.648 0.329 -0.770 0.415 0.103
H -1.760 0.684 1.340 1.204 0.710 0.624 0.108
H -0.570 -0.358 3.260 -0.335 0.761 1.177 0.038
H 1.023 0.035 2.425 -0.769 -1.089 0.233 0.077
H -0.411 -1.175 1.761 1.667 1.715 1.150 0.120
```
Positions in Å, forces in eV/Å.

Computed properties:
SMILES = CCC(=CN)CC
ΔE to the lowest compared entry with this formula, charge and spin = 71.9 kcal/mol
Gap between HOMO and LUMO = 8.8521 eV
LUMO level = 1.0 eV

***

[4]
Molecular formula: C6H13N
Method: DFT, ωB97M-V/def2-TZVPD

```
20
Properties=species:S:1:pos:R:3:forces:R:3:lowdin_charge:R:1
C 2.908 -0.122 1.265 -0.787 0.155 -0.523 -0.106
C 2.248 0.166 -0.102 0.304 -0.243 -0.277 -0.284
C 0.863 0.802 -0.164 -0.528 -0.424 1.329 -0.217
C -0.196 -0.273 0.111 0.795 0.043 -0.652 -0.095
C -1.475 -0.211 -0.245 -0.447 0.366 0.367 -0.410
C -2.397 -1.405 -0.335 0.156 0.871 0.960 -0.048
N -2.107 1.039 -0.508 0.441 -0.552 -0.421 0.082
H 2.247 -0.510 2.043 -0.132 -0.132 -0.180 0.066
H 3.691 -0.849 1.065 0.254 0.112 0.376 0.066
H 3.308 0.822 1.632 0.260 -0.140 0.159 0.067
H 3.016 0.760 -0.607 -0.394 0.100 -0.328 0.100
H 2.110 -0.744 -0.698 0.493 -0.127 0.181 0.100
H 0.698 1.214 -1.155 -0.011 0.211 -0.172 0.100
H 0.770 1.599 0.576 0.052 0.340 -0.067 0.109
H 0.200 -1.222 0.455 -0.075 -0.149 -0.183 0.101
H -3.038 -1.198 -1.190 -0.107 -0.644 -0.112 0.071
H -3.012 -1.464 0.569 -0.197 0.048 -0.181 0.081
H -1.840 -2.333 -0.385 -0.022 -0.060 -0.377 0.074
H -1.481 1.654 -1.016 -0.164 0.212 0.165 0.072
H -2.981 0.945 -1.007 0.113 0.013 -0.062 0.072
```
Positions in Å, forces in eV/Å.

Computed properties:
SMILES = CCC/C=C(/C)N
ΔE to the lowest compared entry with this formula, charge and spin = 11.4 kcal/mol
Gap between HOMO and LUMO = 9.0814 eV
LUMO level = 1.1 eV

***

[5]
Molecular formula: C6H13N
Method: DFT, ωB97M-V/def2-TZVPD

```
20
Properties=species:S:1:pos:R:3:forces:R:3:lowdin_charge:R:1
C -2.464 -0.623 0.736 0.056 0.102 -0.209 -0.092
C -1.508 0.452 0.215 -0.057 0.134 0.392 -0.284
N -0.111 0.178 0.521 0.052 -0.117 -0.418 -0.171
C 0.750 1.294 0.108 -0.069 -0.177 -0.076 -0.214
C 2.091 0.621 -0.093 0.102 0.239 0.096 -0.189
C 1.689 -0.614 -0.883 0.571 -0.023 0.065 -0.183
C 0.410 -1.033 -0.179 -0.663 -0.017 0.043 -0.179
H -3.437 -0.181 0.939 -0.078 -0.010 0.176 0.065
H -2.635 -1.381 -0.021 0.057 -0.231 -0.098 0.059
H -2.083 -1.125 1.627 -0.029 0.240 0.038 0.077
H -1.741 1.425 0.662 -0.024 -0.159 0.078 0.112
H -1.679 0.585 -0.868 0.145 -0.050 -0.041 0.114
H 0.366 1.705 -0.838 0.191 0.225 -0.048 0.116
H 0.785 2.082 0.857 -0.175 0.061 0.082 0.116
H 2.863 1.230 -0.562 -0.122 0.108 -0.151 0.109
H 2.455 0.346 0.895 0.146 -0.164 0.083 0.112
H 1.535 -0.343 -1.924 -0.212 0.063 -0.148 0.107
H 2.470 -1.372 -0.875 -0.104 -0.172 0.057 0.106
H -0.360 -1.421 -0.856 0.164 0.031 -0.139 0.109
H 0.603 -1.826 0.538 0.050 -0.083 0.218 0.109
```
Positions in Å, forces in eV/Å.

Computed properties:
SMILES = CCN1CCCC1
ΔE to the lowest compared entry with this formula, charge and spin = 5.1 kcal/mol
Gap between HOMO and LUMO = 9.5869 eV
LUMO level = 1.2 eV

***

[6]
Molecular formula: C6H13N
Method: DFT, ωB97M-V/def2-TZVPD

```
20
Properties=species:S:1:pos:R:3:forces:R:3:lowdin_charge:R:1
C 2.852 1.168 -0.512 -0.167 -0.465 -0.432 -0.126
C 1.425 0.903 -0.113 0.455 0.395 0.414 -0.200
C 1.100 0.656 1.157 -0.446 0.634 -0.026 -0.238
N -0.165 0.572 1.726 0.553 0.100 0.237 0.058
H 3.540 1.017 0.318 -0.015 0.082 0.085 0.065
H 3.147 0.468 -1.303 0.104 0.094 0.028 0.064
H 2.996 2.170 -0.921 -0.015 0.069 0.094 0.064
H 0.674 1.046 -0.877 -0.134 -0.132 0.004 0.079
H 1.882 0.687 1.910 0.103 -0.335 -0.063 0.110
H -0.204 0.087 2.603 -0.249 -0.046 -0.017 0.077
H -1.005 0.569 1.179 0.084 -0.234 -0.169 0.040
C -2.940 -0.421 -0.027 0.212 0.254 0.117 -0.035
C -2.018 -1.350 -0.229 -0.182 -0.865 -0.152 -0.256
C -0.856 -1.324 -1.169 -0.025 0.680 0.304 -0.113
H -3.802 -0.617 0.595 0.066 0.040 0.163 0.051
H -2.837 0.589 -0.411 -0.140 -0.107 -0.338 0.061
H -2.126 -2.302 0.291 -0.205 0.026 -0.037 0.095
H -0.966 -2.064 -1.961 -0.080 -0.065 0.034 0.077
H -0.775 -0.335 -1.617 0.050 -0.045 -0.215 0.058
H 0.077 -1.517 -0.639 0.031 -0.079 -0.030 0.068
```
Positions in Å, forces in eV/Å.

Computed properties:
SMILES = C/C=C/N.C=CC
ΔE to the lowest compared entry with this formula, charge and spin = 29.8 kcal/mol
Gap between HOMO and LUMO = 8.8432 eV
LUMO level = 1.1 eV

***

[7]
Molecular formula: C6H13N
Method: DFT, ωB97M-V/def2-TZVPD

```
20
Properties=species:S:1:pos:R:3:forces:R:3:lowdin_charge:R:1
C 3.080 -1.147 -0.711 0.368 1.919 -3.041 -0.115
C 1.986 -0.252 -0.240 -0.160 0.873 1.623 -0.189
C 0.797 -0.598 0.246 -0.432 1.253 0.931 -0.125
C -0.203 0.243 1.071 1.203 -0.752 -2.700 -0.176
C -1.546 0.222 0.401 -0.032 2.061 -1.238 -0.458
C -1.536 0.799 -1.115 -1.969 -4.488 2.302 -0.019
N -2.419 0.998 1.291 -2.260 0.176 -1.878 0.011
H 4.049 -1.069 -0.168 -0.912 -0.082 -0.216 0.082
H 3.256 -0.758 -1.802 0.330 -0.773 1.703 0.103
H 2.737 -2.138 -0.868 -0.104 -1.102 0.324 0.049
H 2.226 0.823 -0.144 0.159 -0.563 0.068 0.111
H 0.347 -1.537 0.114 0.211 -1.831 -0.217 0.090
H 0.080 1.261 1.059 0.622 1.191 0.623 0.101
H -0.285 -0.181 2.052 0.108 -0.059 0.712 0.109
H -1.841 -0.791 0.276 -0.584 -1.154 -0.057 0.108
H -2.573 0.592 -1.509 1.166 -0.239 0.032 0.087
H -0.751 0.226 -1.593 -0.175 -0.021 -0.601 0.060
H -1.425 1.783 -1.267 0.908 3.789 0.086 0.018
H -2.610 0.435 2.101 -0.083 -0.168 0.546 0.054
H -3.368 1.089 0.805 1.638 -0.031 1.001 0.099
```
Positions in Å, forces in eV/Å.

Computed properties:
SMILES = C/C=C/C[C@H](C)N
ΔE to the lowest compared entry with this formula, charge and spin = 32.6 kcal/mol
Gap between HOMO and LUMO = 10.0983 eV
LUMO level = 1.1 eV

***

[8]
Molecular formula: C6H13N
Method: DFT, ωB97M-V/def2-TZVPD

```
20
Properties=species:S:1:pos:R:3:forces:R:3:lowdin_charge:R:1
C -1.457 2.777 0.310 0.940 -0.679 -0.532 -0.113
C -0.285 1.787 0.042 -1.461 -0.081 -0.582 -0.235
C -0.672 0.508 -0.770 -0.260 0.891 -0.992 -0.196
C 0.019 -0.696 -0.242 0.260 -0.043 1.853 -0.323
C -0.398 -1.085 1.171 -0.362 -0.292 0.337 -0.078
C 1.097 -1.284 -0.771 -1.539 -1.138 -0.630 -0.164
N 1.797 -2.346 -0.058 0.018 1.945 -0.810 0.030
H -2.128 2.219 0.963 -0.361 0.619 0.070 0.068
H -1.958 3.116 -0.593 -0.196 -0.145 -0.125 0.065
H -1.007 3.661 0.767 -0.418 -0.087 0.364 0.067
H 0.486 2.324 -0.499 0.682 -0.171 0.570 0.101
H -0.110 1.431 1.053 1.233 0.193 -0.037 0.088
H -0.442 0.588 -1.846 0.052 0.360 0.288 0.112
H -1.768 0.506 -0.728 0.010 -0.775 0.132 0.107
H 0.306 -0.873 1.985 0.216 0.188 -0.270 0.076
H -1.333 -0.602 1.476 0.121 0.050 -0.220 0.076
H -0.579 -2.163 1.255 0.082 0.042 -0.219 0.080
H 1.181 -1.225 -1.856 0.783 0.218 0.154 0.109
H 1.997 -1.839 0.799 0.211 -0.704 0.586 0.062
H 2.705 -2.409 -0.512 -0.012 -0.392 0.060 0.068
```
Positions in Å, forces in eV/Å.

Computed properties:
SMILES = CCC/C(C)=C/N
ΔE to the lowest compared entry with this formula, charge and spin = 23.0 kcal/mol
Gap between HOMO and LUMO = 9.2334 eV
LUMO level = 1.0 eV

***

[9]
Molecular formula: C6H13N
Method: DFT, ωB97M-V/def2-TZVPD

```
20
Properties=species:S:1:pos:R:3:forces:R:3:lowdin_charge:R:1
C -1.408 1.038 -1.439 0.100 -0.211 0.019 -0.073
N -0.649 0.052 -1.226 -0.181 0.413 -0.167 -0.034
C 0.777 0.299 -1.156 0.203 0.021 -0.055 -0.277
C 1.409 -0.384 0.056 -0.047 -0.021 0.023 -0.268
C 2.930 -0.250 0.035 0.060 0.012 -0.005 -0.122
H -2.488 0.884 -1.485 0.161 -0.007 0.001 0.068
H -1.043 2.068 -1.570 0.020 -0.138 0.036 0.077
H 1.224 -0.126 -2.064 -0.022 0.040 0.099 0.119
H 1.013 1.379 -1.146 -0.045 -0.140 -0.022 0.111
H 1.118 -1.442 0.052 0.042 0.153 -0.020 0.106
H 1.002 0.050 0.979 0.053 -0.053 -0.157 0.098
H 3.235 0.803 0.059 -0.042 -0.147 0.004 0.072
H 3.344 -0.693 -0.879 -0.050 0.057 0.140 0.072
H 3.393 -0.752 0.889 -0.086 0.075 -0.112 0.069
C -2.267 0.209 1.604 0.283 -1.124 0.982 -0.098
C -2.348 -1.047 1.193 0.255 -0.404 -0.219 -0.087
H -1.333 0.758 1.677 -0.240 -0.037 0.161 0.041
H -3.088 0.313 2.279 -0.864 1.918 -0.111 0.038
H -3.335 -1.496 1.112 0.221 -0.309 0.453 0.052
H -1.484 -1.663 1.029 0.179 -0.097 -1.051 0.036
```
Positions in Å, forces in eV/Å.

Computed properties:
SMILES = C=NCCC.C=C
ΔE to the lowest compared entry with this formula, charge and spin = 52.8 kcal/mol
Gap between HOMO and LUMO = 10.5202 eV
LUMO level = 1.2 eV

***

[10]
Molecular formula: C6H13N
Method: DFT, ωB97M-V/def2-TZVPD

```
20
Properties=species:S:1:pos:R:3:forces:R:3:lowdin_charge:R:1
C 2.936 -0.251 0.023 0.078 0.011 -0.011 -0.121
C 1.422 -0.402 0.107 -0.021 -0.033 0.073 -0.275
C 0.707 0.285 -1.049 0.072 0.017 0.143 -0.275
N -0.717 -0.015 -1.039 -0.290 0.115 0.371 -0.053
C -1.551 0.992 -1.152 -0.215 -0.172 0.432 -0.164
C -2.000 0.560 0.766 0.842 -0.015 -0.978 0.010
C -2.433 -0.788 1.257 -0.111 0.191 -0.052 -0.195
H 3.229 0.805 0.040 -0.031 -0.146 0.006 0.072
H 3.321 -0.687 -0.906 -0.043 0.054 0.135 0.072
H 3.434 -0.751 0.860 -0.058 0.073 -0.115 0.069
H 1.136 -1.461 0.099 0.065 0.133 0.022 0.109
H 1.045 0.020 1.048 0.090 -0.074 -0.093 0.095
H 1.122 -0.116 -1.991 -0.222 0.052 0.185 0.122
H 0.934 1.369 -1.053 -0.191 -0.162 0.082 0.114
H -2.558 0.823 -1.513 0.028 -0.144 0.001 0.076
H -1.161 2.011 -1.356 -0.273 -0.286 0.577 0.098
H -1.143 0.825 1.403 0.209 0.195 -0.565 0.029
H -2.782 -0.411 2.244 0.132 -0.430 -0.038 0.087
H -3.304 -1.275 0.804 0.216 0.318 -0.266 0.063
H -1.636 -1.533 1.407 -0.276 0.301 0.094 0.066
```
Positions in Å, forces in eV/Å.

Computed properties:
ΔE to the lowest compared entry with this formula, charge and spin = 103.7 kcal/mol
Gap between HOMO and LUMO = 8.5982 eV
LUMO level = 0.6 eV

***

[11]
Molecular formula: C6H13N
Method: DFT, ωB97M-V/def2-TZVPD

```
20
Properties=species:S:1:pos:R:3:forces:R:3:lowdin_charge:R:1
C 2.024 -0.319 -1.076 0.034 0.022 -0.037 -0.044
C 0.694 0.114 -0.560 -0.049 -0.195 -0.029 -0.276
N -0.540 -0.402 -0.669 0.083 0.201 -0.134 -0.136
C -1.599 -0.111 -1.429 -0.043 -0.195 0.002 -0.040
C -0.098 -0.071 0.690 -0.059 0.028 0.242 -0.439
C -0.701 1.149 1.366 -0.014 0.020 -0.006 -0.034
C 0.090 -1.271 1.602 0.015 -0.031 -0.011 -0.028
H 2.016 -0.362 -2.170 -0.007 0.017 0.149 0.077
H 2.794 0.398 -0.776 -0.119 -0.087 -0.039 0.076
H 2.321 -1.307 -0.695 -0.074 0.138 -0.032 0.073
H 0.024 1.529 -1.347 -0.098 -0.031 -0.009 0.090
H -2.578 -0.177 -0.962 0.133 0.024 -0.049 0.070
H -0.790 1.534 -1.648 0.099 -0.008 0.036 0.079
H -1.529 -0.361 -2.484 0.010 0.071 0.132 0.063
H 0.056 1.661 1.971 -0.077 -0.095 -0.072 0.085
H -1.083 1.859 0.628 0.085 -0.090 0.081 0.063
H -1.522 0.861 2.033 0.108 0.028 -0.098 0.079
H 0.487 -2.129 1.051 -0.053 0.135 0.058 0.079
H -0.858 -1.569 2.068 0.122 0.058 -0.072 0.079
H 0.792 -1.027 2.408 -0.097 -0.007 -0.111 0.084
```
Positions in Å, forces in eV/Å.

Computed properties:
ΔE to the lowest compared entry with this formula, charge and spin = 106.3 kcal/mol
Gap between HOMO and LUMO = 8.5482 eV
LUMO level = 1.0 eV